# 1
Density functional theory data (ωB97M-V with the def2-TZVPD basis set) for a structure of composition C28H21BrF6N7O6S2Sn.

Each line ends with the Löwdin charge.
CARTESIAN COORDINATES (ANGSTROEM)
Sn (0.721, -0.781, -0.238)  1.505
C (-2.350, 1.523, 6.084)  -0.066
C (-1.433, 1.342, 4.901)  -0.298
C (-0.679, 2.383, 4.379)  -0.061
C (0.104, 2.207, 3.254)  -0.032
C (0.171, 0.992, 2.542)  -0.224
N (0.898, 0.856, 1.380)  -0.076
C (1.320, 2.000, 0.692)  -0.291
C (0.506, 3.109, 0.425)  -0.026
C (0.945, 4.177, -0.332)  -0.035
C (2.222, 4.200, -0.886)  -0.275
C (2.693, 5.338, -1.753)  -0.053
C (3.033, 3.103, -0.654)  0.018
C (2.599, 2.039, 0.122)  -0.142
N (3.515, 0.958, 0.319)  -0.072
C (4.813, 1.035, 0.671)  -0.058
C (5.328, -0.241, 0.631)  -0.058
C (4.247, -1.045, 0.236)  -0.129
N (3.163, -0.309, 0.059)  -0.017
C (-0.490, -0.093, 3.173)  -0.109
C (-1.278, 0.103, 4.298)  0.004
N (-0.334, -1.444, 2.728)  -0.095
C (-1.172, -2.481, 2.963)  -0.083
C (-0.543, -3.628, 2.554)  -0.054
C (0.697, -3.187, 2.070)  -0.172
N (0.824, -1.871, 2.180)  -0.008
H (-2.424, 2.576, 6.356)  0.067
H (-1.995, 0.975, 6.961)  0.074
H (-3.357, 1.165, 5.860)  0.074
H (-0.695, 3.353, 4.865)  0.105
H (0.690, 3.041, 2.894)  0.104
H (-0.510, 3.098, 0.802)  0.123
H (0.267, 5.001, -0.527)  0.109
H (1.922, 6.105, -1.837)  0.070
H (2.927, 4.984, -2.759)  0.082
H (3.592, 5.805, -1.345)  0.074
H (4.015, 3.047, -1.111)  0.128
H (5.264, 1.978, 0.928)  0.125
H (6.334, -0.548, 0.859)  0.088
H (4.207, -2.108, 0.065)  0.112
H (-1.770, -0.752, 4.745)  0.111
H (-2.163, -2.335, 3.352)  0.121
H (-0.937, -4.629, 2.553)  0.103
H (1.499, -3.769, 1.643)  0.106
F (-4.680, -3.939, -0.747)  0.117
C (-4.063, -2.940, -0.119)  -0.760
F (-4.830, -1.848, -0.209)  0.107
F (-3.933, -3.252, 1.170)  0.118
S (-2.420, -2.542, -0.888)  0.893
O (-1.819, -1.634, 0.130)  -0.572
O (-2.751, 0.175, -3.014)  0.003
N (-1.890, -4.090, -0.682)  -0.389
S (-0.472, -4.359, -1.281)  0.509
O (0.311, -5.253, -0.478)  -0.289
O (0.157, -3.140, -1.773)  -0.449
C (-0.772, -5.325, -2.824)  -0.681
F (0.357, -5.918, -3.220)  0.126
F (-1.699, -6.269, -2.638)  0.125
F (-1.188, -4.519, -3.804)  0.106
Br (-3.679, -2.010, -4.503)  0.768
C (-2.761, -0.324, -4.304)  -0.787
C (-2.928, 0.593, -5.453)  -0.148
N (-2.155, 1.584, -5.663)  0.087
C (-1.024, 1.765, -4.851)  -0.049
C (-0.594, 0.884, -3.937)  -0.063
C (-1.471, -0.225, -3.560)  -0.177
C (0.719, 1.100, -3.223)  -0.609
O (1.598, 1.748, -3.784)  0.033
O (0.756, 0.603, -2.048)  -0.221
H (-3.695, 0.359, -6.188)  0.096
H (-0.417, 2.626, -5.089)  0.115
H (-1.045, -1.122, -3.124)  0.120

Total charge: -1

***

# 2
Density functional theory data (ωB97M-V with the def2-TZVPD basis set) for the ion C6H10NS with charge +1 at a distorted geometry.

Each line ends with the natural charge from an NBO analysis.
CARTESIAN COORDINATES (ANGSTROEM)
C (0.427, 1.607, -0.371)  -0.154
C (1.053, 2.409, 0.467)  -0.460
C (-1.410, -0.287, -0.694)  -0.480
C (0.811, -1.183, -0.403)  -0.276
C (-0.733, 0.365, 0.417)  -0.064
C (-0.163, -0.708, -1.440)  -0.295
N (0.355, -0.620, 0.890)  -0.517
S (0.632, 0.936, -2.021)  0.289
H (1.928, 2.900, 0.026)  0.242
H (0.903, 2.526, 1.526)  0.234
H (-1.911, -1.142, -0.430)  0.238
H (-2.069, 0.544, -1.182)  0.287
H (0.870, -2.353, -0.483)  0.261
H (1.813, -0.815, -0.594)  0.262
H (-1.375, 0.898, 1.149)  0.268
H (-0.166, -1.344, -2.328)  0.276
H (-0.095, -1.296, 1.529)  0.443
H (0.954, -0.031, 1.355)  0.446

Total charge: +1
SMILES: C=C1S[C@H]2C[NH2+][C@@H]1C2

***

# 3
Density functional theory data (ωB97M-V with the def2-TZVPD basis set) for an isolated molecule of C16H21ClFN3O2.

Each line ends with the natural charge from an NBO analysis.
CARTESIAN COORDINATES (ANGSTROEM)
C (3.105, 0.631, -2.185)  -0.616
H (2.613, 1.343, -2.845)  0.214
H (3.635, -0.096, -2.793)  0.213
H (3.821, 1.166, -1.566)  0.216
C (2.072, -0.068, -1.303)  -0.043
N (1.352, 0.865, -0.466)  -0.650
C (1.779, 0.836, 0.828)  0.789
O (1.343, 1.511, 1.738)  -0.680
N (2.750, -0.126, 0.911)  -0.638
H (3.011, -0.491, 1.812)  0.406
C (2.723, -0.995, -0.248)  -0.038
H (3.744, -1.256, -0.544)  0.202
C (1.913, -2.287, 0.003)  -0.410
H (1.571, -2.671, -0.959)  0.208
H (2.565, -3.043, 0.445)  0.205
C (0.717, -2.033, 0.924)  -0.405
H (0.339, -1.032, 0.729)  0.206
C (-0.446, -3.001, 0.731)  -0.401
H (-0.085, -4.031, 0.728)  0.203
H (-0.911, -2.808, -0.238)  0.210
C (-1.501, -2.854, 1.834)  -0.384
H (-1.151, -3.351, 2.742)  0.202
H (-2.415, -3.350, 1.507)  0.223
C (-1.833, -1.398, 2.192)  -0.500
C (-2.263, -0.597, 0.975)  0.689
O (-3.045, -1.025, 0.157)  -0.619
N (-1.694, 0.647, 0.913)  -0.635
C (-1.895, 1.641, -0.043)  0.232
C (-1.140, 2.810, 0.083)  -0.307
C (-1.276, 3.834, -0.837)  -0.090
C (-2.181, 3.694, -1.884)  0.343
C (-2.937, 2.543, -2.011)  -0.252
C (-2.798, 1.516, -1.097)  -0.249
H (-3.383, 0.617, -1.196)  0.262
H (-3.632, 2.463, -2.831)  0.234
F (-2.323, 4.680, -2.791)  -0.314
Cl (-0.323, 5.267, -0.688)  0.029
H (-0.436, 2.911, 0.896)  0.260
H (-1.001, 0.893, 1.612)  0.424
H (-2.678, -1.402, 2.885)  0.241
H (-0.992, -0.921, 2.694)  0.209
H (1.049, -2.077, 1.964)  0.194
H (0.875, 1.665, -0.846)  0.420
H (1.363, -0.618, -1.933)  0.197

Total charge: 0
SMILES: C[C@@H]1NC(=O)N[C@H]1CCCCCC(=O)Nc1ccc(F)c(Cl)c1

***

# 4
Density functional theory data (ωB97M-V with the def2-TZVPD basis set) for an isolated molecule of C6H11N at a distorted geometry.

Each line ends with the natural charge from an NBO analysis.
CARTESIAN COORDINATES (ANGSTROEM)
C (2.068, -0.501, -0.461)  -0.645
N (-0.401, 0.990, -1.554)  -0.855
C (-0.353, 0.227, -0.360)  0.146
C (0.765, -0.100, 0.285)  -0.034
C (0.912, -0.244, 1.779)  -0.648
C (-2.772, -0.082, -0.478)  -0.368
C (-1.686, -0.095, 0.306)  -0.245
H (1.668, -0.796, -1.434)  0.209
H (2.521, -1.392, -0.029)  0.220
H (2.797, 0.303, -0.582)  0.210
H (-0.841, 1.875, -1.361)  0.376
H (0.463, 1.142, -2.036)  0.375
H (1.753, 0.371, 2.117)  0.221
H (0.045, 0.280, 2.230)  0.214
H (0.962, -1.211, 2.288)  0.213
H (-3.781, -0.466, -0.388)  0.204
H (-2.695, 0.549, -1.364)  0.194
H (-1.424, -0.849, 1.042)  0.213

Total charge: 0
SMILES: C=CC(N)=C(C)C

***

What did we get for E_HOMO? Answer: -4.71, -12.76, -8.53, -7.66 eV, in the order shown.
What did we get for ΔE to the lowest compared entry with this formula, charge and spin? Answer: 3.062, 1.627, 0.000, 2.365 eV, in the order shown.